(1)
This record from the Open Molecules 2025 dataset describes a molecular structure, C31H41As3ClFeN3O2 at a distorted geometry. The level of theory is ωB97M-V/def2-TZVPD.

The spin multiplicity is 6. The expectation value of S² is 8.828. Its net charge is +1. The LUMO energy (alpha / beta) is -2.95 / -4.81 eV. The value obtained for the gap between HOMO and LUMO (alpha / beta) is 7.41 / 5.67 eV.

Geometry as XYZ:
```
82
C31H41As3ClFeN3O2, DFT ωB97M-V/def2-TZVPD
Fe 0.122 0.994 0.211
C 2.843 2.810 -2.755
C 1.870 1.927 -2.266
N 0.877 2.302 -1.479
C 0.814 3.603 -1.102
C 1.736 4.553 -1.534
C 2.780 4.117 -2.379
C 1.574 5.909 -1.133
C 0.506 6.291 -0.354
C -0.436 5.350 0.077
C -0.284 3.997 -0.243
N -1.050 2.959 0.101
C -2.352 2.906 0.499
C -3.106 3.843 1.177
C -4.478 3.623 1.412
C -5.105 2.514 0.919
C -4.363 1.529 0.210
C -4.958 0.402 -0.395
C -4.182 -0.479 -1.080
C -2.789 -0.271 -1.117
N -2.192 0.765 -0.565
C -2.981 1.689 0.060
H 3.640 2.441 -3.396
H 1.914 0.873 -2.519
H 3.525 4.830 -2.717
H 2.300 6.646 -1.466
H 0.386 7.329 -0.070
H -1.264 5.682 0.685
H -2.645 4.742 1.568
H -5.046 4.365 1.966
H -6.177 2.379 1.054
H -6.033 0.261 -0.320
H -4.611 -1.343 -1.573
H -2.143 -0.987 -1.595
C 3.628 -0.876 1.565
As 2.336 -1.378 0.199
C 3.640 -1.820 -1.182
C 1.930 -3.161 0.926
C 0.636 -3.868 0.479
C 0.666 -5.270 1.107
C -0.661 -3.185 1.029
As -0.792 -1.269 1.502
C -2.637 -1.315 2.112
C 0.045 -1.335 3.261
C 0.607 -4.124 -1.052
As -0.036 -2.731 -2.294
C 0.867 -3.404 -3.885
C -1.760 -3.574 -2.712
H 4.338 -1.691 1.703
H 3.128 -0.679 2.515
H 4.158 0.023 1.245
H 4.333 -2.584 -0.834
H 4.189 -0.899 -1.383
H 3.160 -2.151 -2.098
H 1.908 -3.017 2.006
H 2.789 -3.801 0.722
H 0.801 -5.205 2.193
H 1.494 -5.859 0.694
H -0.269 -5.811 0.908
H -0.917 -3.632 1.982
H -1.501 -3.397 0.368
H -2.753 -2.072 2.884
H -3.315 -1.528 1.290
H -2.880 -0.338 2.528
H -0.126 -2.313 3.703
H -0.404 -0.572 3.885
H 1.114 -1.146 3.198
H -0.036 -4.978 -1.259
H 1.608 -4.405 -1.384
H 1.920 -3.131 -3.891
H 0.389 -2.976 -4.762
H 0.776 -4.490 -3.919
H -2.453 -3.506 -1.871
H -1.597 -4.626 -2.950
H -2.207 -3.080 -3.576
Cl 0.230 1.972 2.555
C 1.943 2.505 2.720
C 2.711 2.307 1.426
O 3.818 2.843 1.421
O 2.169 1.544 0.530
H 2.388 1.907 3.502
H 1.934 3.543 3.012
```


(2)
This record from the Open Molecules 2025 dataset describes a molecular structure, C35H33ClCoN4Si2 at a distorted geometry. The level of theory is ωB97M-V/def2-TZVPD.

The spin multiplicity is 5. The expectation value of S² is 6.018. Its net charge is +1. The LUMO energy (alpha / beta) is -2.74 / -4.44 eV. The value obtained for the gap between HOMO and LUMO (alpha / beta) is 6.93 / 6.51 eV.

Geometry as XYZ:
```
76
C35H33ClCoN4Si2, DFT ωB97M-V/def2-TZVPD
C 5.399 0.910 -0.826
C 4.596 -0.271 -0.701
C 3.393 -0.064 -1.449
H 4.880 -1.195 -0.188
C 3.446 1.237 -2.033
C 4.690 1.838 -1.659
H 5.067 2.797 -2.016
H 6.402 1.056 -0.418
H 2.607 -0.798 -1.609
H 2.682 1.659 -2.688
Co 3.650 1.335 -0.070
Si -2.481 -1.295 -0.610
C -3.527 -1.887 0.836
C -4.560 -1.141 1.433
H -4.735 -0.107 1.119
C -5.371 -1.728 2.413
H -6.210 -1.170 2.836
C -5.136 -3.044 2.831
H -5.801 -3.518 3.558
C -4.057 -3.755 2.293
H -3.851 -4.775 2.613
C -3.241 -3.171 1.321
H -2.376 -3.714 0.928
C -3.701 -0.536 -1.806
C -4.703 -1.412 -2.259
H -4.729 -2.451 -1.907
C -5.697 -0.960 -3.137
H -6.465 -1.650 -3.488
C -5.708 0.370 -3.559
H -6.483 0.715 -4.243
C -4.726 1.251 -3.094
H -4.738 2.292 -3.427
C -3.735 0.814 -2.206
H -3.005 1.533 -1.812
H -1.922 -2.506 -1.241
Si -0.774 0.360 0.272
C -0.236 0.343 -1.557
C -0.015 -0.831 -2.316
H 0.152 -1.797 -1.844
C -0.044 -0.777 -3.715
H 0.057 -1.700 -4.289
C -0.193 0.445 -4.365
H -0.253 0.483 -5.453
C -0.217 1.623 -3.610
H -0.286 2.590 -4.106
C -0.147 1.581 -2.216
H -0.063 2.512 -1.656
C 0.071 -1.120 1.150
C 1.096 -1.954 0.660
H 1.662 -1.698 -0.241
C 1.407 -3.144 1.326
H 2.127 -3.844 0.905
C 0.812 -3.444 2.552
H 1.057 -4.368 3.082
C -0.071 -2.526 3.120
H -0.508 -2.736 4.094
C -0.401 -1.349 2.445
H -1.072 -0.633 2.921
H -1.815 1.236 0.836
Cl 0.601 1.884 1.007
N 3.824 1.659 3.870
C 3.988 0.284 3.932
C 3.860 -0.190 2.656
N 3.652 0.890 1.799
C 3.611 2.015 2.570
C 3.439 3.254 1.857
N 3.369 3.148 0.499
C 3.231 4.435 -0.017
C 3.234 5.327 1.027
N 3.352 4.578 2.199
H 3.893 2.331 4.635
H 4.166 -0.239 4.860
H 3.889 -1.203 2.279
H 3.138 4.593 -1.078
H 3.147 6.400 1.031
H 3.406 4.925 3.148
```


(3)
This record from the Open Molecules 2025 dataset describes 2 unconnected molecules or ions with the total composition ClH4NSi at a distorted geometry. The level of theory is ωB97M-V/def2-TZVPD.

The spin multiplicity is 1. Its SMILES is N=[SiH2].Cl. Its net charge is 0. The LUMO energy is 0.00 eV. The value obtained for the gap between HOMO and LUMO is 10.01 eV.

Geometry as XYZ:
```
7
ClH4NSi, DFT ωB97M-V/def2-TZVPD
N -0.163 0.394 0.071
Si 1.354 -0.009 -0.184
H -1.064 -0.188 0.005
H 2.256 -1.076 -0.807
H 2.552 0.865 0.183
Cl -4.265 -0.210 0.570
H -3.246 -0.719 1.210
```


(4)
This record from the Open Molecules 2025 dataset describes C20H26F2N2O2 in the gas phase. The level of theory is ωB97M-V/def2-TZVPD.

The spin multiplicity is 1. Its SMILES is O=C(NCc1ccc(F)c(F)c1)[C@@H]1CCC(=O)N(CC2CCCCC2)C1. Its net charge is 0. The LUMO energy is 0.64 eV. The value obtained for the gap between HOMO and LUMO is 9.89 eV.

Geometry as XYZ:
```
52
C20H26F2N2O2, DFT ωB97M-V/def2-TZVPD
O 2.477 -2.893 0.614
C 2.620 -1.688 0.596
N 2.532 -0.922 1.706
C 2.089 -1.475 2.973
C 0.612 -1.236 3.149
C 0.145 -0.017 3.625
C -1.212 0.237 3.705
C -2.113 -0.733 3.303
F -3.432 -0.486 3.371
C -1.654 -1.953 2.824
F -2.527 -2.893 2.422
C -0.297 -2.205 2.744
C 2.920 -0.948 -0.710
C 3.725 0.348 -0.561
C 2.814 1.586 -0.591
C 1.445 1.326 0.010
O 0.967 2.014 0.895
N 0.812 0.264 -0.537
C -0.508 -0.105 -0.074
C -1.644 0.320 -1.016
C -1.620 1.826 -1.275
C -2.820 2.241 -2.120
C -2.832 1.480 -3.443
C -2.837 -0.025 -3.192
C -1.631 -0.430 -2.348
C 1.568 -0.633 -1.378
H 2.477 0.081 1.624
H 2.658 -1.001 3.777
H 2.307 -2.544 2.945
H 0.844 0.747 3.927
H -1.585 1.182 4.067
H 0.043 -3.153 2.356
H 3.453 -1.664 -1.342
H 4.301 0.325 0.366
H 4.444 0.424 -1.379
H 3.272 2.421 -0.060
H 2.655 1.898 -1.626
H -0.539 -1.187 0.082
H -0.651 0.395 0.888
H -2.578 0.073 -0.497
H -0.699 2.089 -1.801
H -1.622 2.364 -0.325
H -2.786 3.316 -2.310
H -3.740 2.027 -1.572
H -3.710 1.762 -4.028
H -1.945 1.747 -4.022
H -2.821 -0.562 -4.143
H -3.755 -0.302 -2.668
H -0.719 -0.190 -2.897
H -1.650 -1.508 -2.170
H 1.750 -0.188 -2.364
H 0.998 -1.553 -1.515
```


Values for DFT total energy, eV, ordered as above
-270798.2285, -108688.6609, -21953.1737, -33673.9523